{"formula": "C5H4O2S", "method": "ωB97M-V/def2-TZVPD", "lumo_energy_ev": 0.54, "homo_energy_ev": -8.229, "energy_ha": -741.41753, "gap_ev": 8.772, "relative_energy_kcal_mol": 106.1, "species": ["C", "C", "C", "C", "C", "H", "H", "H", "H", "O", "O", "S"], "positions_angstrom": [[-0.538353, -1.054370, -0.014167], [0.967148, -0.287158, 1.301832], [0.765971, 0.591723, 0.277621], [-0.143338, 1.641208, -1.084591], [-0.243592, 0.174758, -0.649178], [-0.862300, -3.271498, 0.459075], [1.750956, -0.269157, 2.126303], [0.162311, 1.783635, -2.216027], [-0.977438, 2.305694, -1.014998], [0.030171, -1.247165, 1.167949], [0.924985, 1.929969, -0.158006], [-1.836521, -2.297639, -0.195815]], "atomic_forces_ev_per_a": [[-4.024, 0.869, -2.396], [2.429, 2.643, 1.440], [0.037, 0.501, 0.382], [0.567, -0.120, -4.152], [1.024, -1.846, 3.500], [-2.309, 1.639, -1.409], [-1.698, -0.388, -1.150], [-0.061, -0.403, 2.173], [-0.744, 0.114, 0.827], [2.000, -0.358, -0.394], [-0.019, -1.313, 0.244], [2.799, -1.337, 0.935]], "mulliken_charge": [-0.050, -0.709, 0.635, -0.192, 0.346, 0.176, 0.357, 0.191, 0.245, -0.280, -0.421, -0.299]}

=====

{"formula": "C9H16BBr4Cl3Cs2MgO6P", "method": "ωB97M-V/def2-TZVPD", "lumo_energy_ev": -6.96, "homo_energy_ev": -9.031, "charge": 1, "energy_ha": -13086.54038, "gap_ev": 2.072, "species": ["C", "C", "Br", "C", "B", "P", "O", "Br", "O", "C", "C", "O", "H", "H", "H", "H", "H", "H", "H", "H", "H", "H", "H", "Mg", "Br", "C", "C", "Br", "H", "H", "H", "H", "C", "Cl", "Cl", "Cl", "H", "C", "O", "O", "O", "Cs", "Cs"], "positions_angstrom": [[2.390689, 0.932383, 1.041515], [2.227821, 0.537841, -0.462957], [3.490173, -0.999678, -0.795043], [0.766284, 0.103392, -0.954997], [-0.445561, 0.116486, 0.150473], [-0.801216, -1.534413, 1.183422], [0.522497, -1.862281, 2.196291], [-0.940708, -3.190874, -0.407951], [-1.655659, 0.090218, -0.770743], [-2.674480, 1.106272, -0.444393], [-1.725968, 2.220957, 0.218699], [-0.747725, 1.371055, 0.890514], [1.998163, 0.192897, 1.778382], [1.990338, 1.970603, 1.178140], [3.499556, 1.016834, 1.240703], [2.666579, 1.417653, -1.088960], [0.846563, -0.984756, -1.379350], [0.456879, 0.808830, -1.854977], [0.135474, -2.117814, 3.046452], [-3.419311, 1.413971, -1.270652], [-3.187636, 0.640918, 0.431867], [-1.073419, 2.666569, -0.603165], [-2.246796, 2.967882, 0.872030], [-2.426280, 2.379345, -2.626894], [-3.471553, -1.202423, -0.557172], [-4.966035, -2.219939, 0.183889], [-6.196443, -2.104982, -0.688726], [-7.071677, -0.385846, -0.446209], [-5.122104, -1.860066, 1.201346], [-4.616346, -3.252767, 0.218885], [-6.945138, -2.846149, -0.401595], [-5.982800, -2.205031, -1.756255], [7.084940, -2.026198, 0.428171], [7.421676, -3.758877, 0.526519], [6.783307, -1.356923, 2.036234], [8.418400, -1.175364, -0.361479], [6.190943, -1.886516, -0.170091], [3.348948, 4.719988, 0.591214], [3.398724, 5.942608, 0.623122], [3.365462, 4.025743, -0.450048], [3.275206, 3.979828, 1.594994], [-5.477812, -4.559964, -0.662679], [0.916055, 0.908569, -3.478506]], "atomic_forces_ev_per_a": [[1.022, 0.451, -0.387], [-0.216, 0.576, -0.109], [-0.370, 0.501, -0.165], [0.856, 0.089, 0.717], [-0.613, 1.410, -1.291], [-0.112, -0.119, 2.244], [-0.806, 0.322, -1.005], [0.980, -0.196, 0.051], [-1.646, 1.796, -2.093], [2.703, 1.413, 3.045], [1.252, -1.973, -1.339], [-0.348, 0.392, 0.624], [-0.051, 0.589, -0.812], [-0.069, -1.166, 0.087], [-1.115, -0.079, -0.194], [-0.669, -1.515, 0.936], [-0.327, 1.930, 0.419], [-0.893, -2.330, 8.586], [0.213, -0.127, -0.245], [0.907, -1.067, 1.548], [-0.158, 1.648, -0.695], [-1.114, 0.473, 0.753], [0.734, -0.801, -0.486], [0.424, 0.653, -1.221], [-2.708, -3.790, -0.239], [1.129, 1.836, 0.552], [-1.047, 1.660, 0.436], [0.227, -0.223, -0.101], [-0.184, 0.022, -0.118], [1.751, 4.375, 2.354], [-0.618, 1.052, -0.016], [-0.013, 0.190, 0.113], [0.094, -0.025, 0.070], [-0.056, 0.103, -0.029], [-0.035, -0.024, -0.127], [-0.114, -0.036, 0.016], [0.089, 0.010, 0.076], [0.085, 0.320, -0.104], [-0.031, -0.125, 0.035], [-0.043, -0.102, -0.131], [0.004, -0.022, 0.162], [-1.306, -8.983, -3.446], [2.190, 0.893, -8.472]], "mulliken_charge": [-1.324, 0.462, -0.210, -2.434, 0.789, -0.109, -0.440, -0.438, -0.443, -0.855, -0.103, -0.452, 0.298, 0.169, 0.485, 0.192, 0.613, 1.599, 0.351, 0.303, 0.416, 0.092, 0.281, -0.025, 0.239, -1.301, -1.430, -0.111, 0.588, 0.644, 0.651, 0.529, 0.626, -0.125, -0.122, -0.127, -0.307, 0.868, -0.360, -0.310, -0.250, 1.023, 1.056]}

=====

{"formula": "C3H19NO8S2", "method": "ωB97M-V/def2-TZVPD", "lumo_energy_ev": 0.11, "homo_energy_ev": -8.650, "energy_ha": -1578.70898, "gap_ev": 8.763, "relative_energy_kcal_mol": 33.2, "species": ["N", "C", "C", "S", "S", "C", "O", "O", "H", "H", "H", "H", "H", "H", "H", "O", "H", "H", "O", "H", "H", "O", "H", "H", "O", "H", "H", "O", "H", "H", "O", "H", "H"], "positions_angstrom": [[0.118721, 0.210835, -1.748987], [1.090252, -0.751628, -1.601358], [2.573969, -0.374118, -1.158300], [3.154002, 0.968034, -2.230494], [2.838304, 2.726213, -1.398615], [0.590150, -1.422657, -0.303289], [1.123028, -1.203411, 0.772642], [-0.476689, -2.204114, -0.432757], [0.101230, 0.863582, -0.957034], [0.194745, 0.700987, -2.622842], [1.202345, -1.387237, -2.620654], [3.265301, -1.375992, -1.308939], [2.741715, -0.271316, -0.090551], [1.767369, 3.432983, -1.852338], [-0.944927, -2.579148, 0.463298], [2.041036, 0.141302, 2.729644], [2.164284, -0.272056, 3.682693], [1.694098, -0.445390, 2.034035], [-3.651391, -1.207590, 1.501244], [-3.155429, -0.357519, 1.600276], [-3.726301, -1.253305, 0.530627], [-1.654409, -2.867952, 1.808934], [-1.551066, -2.197348, 2.540323], [-2.670978, -2.902540, 1.642158], [-3.591091, -0.583046, -1.290719], [-2.952844, -1.349089, -1.438360], [-2.833425, 0.164534, -1.221377], [-0.738788, 2.750640, -1.033579], [-0.357777, 2.570896, -0.111234], [-0.794351, 3.709350, -1.236910], [0.663610, 2.217942, 1.470403], [1.389323, 1.666872, 1.809675], [0.385981, 2.881278, 2.072394]], "atomic_forces_ev_per_a": [[-1.257, 2.036, -0.222], [2.617, -3.064, 0.491], [0.779, -1.968, -1.475], [0.596, -1.398, -1.141], [0.582, 1.787, 1.585], [-0.737, -2.163, 0.138], [-0.906, -0.463, -0.413], [-0.512, -0.315, 0.769], [0.033, -0.214, -0.872], [-0.046, 0.533, -0.002], [-0.599, 1.006, 2.693], [-1.467, 2.572, -0.348], [-0.362, 0.928, -0.170], [-0.250, -1.077, -0.397], [1.411, 1.227, -1.070], [0.884, -0.082, 3.235], [-0.628, 0.945, -3.574], [0.044, -0.601, 0.727], [0.292, 1.186, -0.097], [-0.634, -1.032, 0.069], [-0.300, 0.278, -0.003], [-1.808, -0.006, 0.635], [-0.231, -1.005, -1.320], [2.533, 0.559, 0.673], [4.201, 0.952, 0.167], [-1.205, 1.090, -0.033], [-2.638, -2.145, -0.310], [0.125, 0.338, 0.969], [-0.402, 1.026, -1.490], [0.211, -1.004, 0.760], [-0.181, -0.745, -1.695], [-0.231, 0.226, 0.580], [0.087, 0.595, 1.143]], "mulliken_charge": [-0.277, 0.159, -0.580, -0.119, -0.169, 0.336, -0.807, -0.515, -0.034, 0.270, 0.361, 0.348, 0.217, 0.122, 0.509, -0.760, 0.275, 0.646, -0.719, 0.317, 0.403, -0.699, 0.339, 0.398, -0.752, 0.359, 0.372, -0.620, 0.354, 0.271, -0.548, 0.314, 0.226]}